8
Properties=species:S:1:pos:R:3:lowdin_charge:R:1 method="wB97M-V/def2-TZVPD" smiles="N=C1SS1.N#CBr" lumo_ev=-0.1773 orbital_gap_ev=8.59 de_lowest_kj_mol=209.96
N 0.44267 -0.97326 -0.41657 0.096
C 1.47026 -0.80368 0.23965 -1.215
S 2.49211 0.53127 0.73698 0.518
S 2.70679 -1.46889 1.18054 0.578
H -0.22583 -0.31046 -0.65440 -0.030
N -1.58814 1.47354 -1.41240 0.096
C -2.16823 1.03388 -0.52954 -0.892
Br -3.12962 0.51760 0.85573 0.849